[1]
Formula: C38H37As2F3IO10PtSi
Source: the Open Molecules 2025 dataset
Level of theory: ωB97M-V/def2-TZVPD

XYZ file:
```
93
Properties=species:S:1:pos:R:3:forces:R:3
O -0.977 -2.184 0.782 0.0114 -0.1015 -0.0552
H 2.779 3.851 3.504 0.0017 -0.0005 0.0017
C 1.462 4.792 0.009 0.0735 -0.0371 -0.0097
C -1.158 -1.329 -2.418 -0.0620 0.0207 -0.0383
H 3.713 -2.159 1.479 0.0031 -0.0003 0.0004
As -3.868 -4.181 -0.437 -0.0463 0.0974 -0.0593
H 0.664 2.970 -2.405 -0.0040 -0.0204 -0.0137
H 0.741 -2.493 -4.715 0.0019 -0.0006 0.0016
H -6.464 -2.909 3.464 0.0087 0.0130 0.0085
Pt -0.454 0.364 -0.082 -0.1477 -0.0674 0.0036
H -0.758 4.032 -2.324 0.0160 0.0070 0.0049
C 4.010 -0.802 3.113 0.0152 -0.0026 -0.0135
O -0.709 -2.096 -3.360 -0.0818 0.1026 -0.1326
C -2.094 3.224 0.525 -0.0132 -0.0556 0.0481
H -2.119 2.930 1.575 -0.0165 -0.0096 -0.0027
H 2.880 6.400 0.067 -0.0009 0.0031 0.0009
C -5.693 -3.701 -0.950 -0.0395 -0.0388 -0.0151
O -0.829 0.019 3.887 -0.0829 -0.2205 -0.0628
F 7.937 4.346 -1.524 0.0006 0.0070 -0.0027
C -2.343 -1.806 -1.652 0.0681 -0.0016 0.1066
H -3.354 -5.208 -5.128 0.0015 -0.0007 0.0018
C 2.061 0.343 3.898 -0.0283 0.0026 0.0015
C -3.300 -2.822 0.894 -0.0921 -0.0542 0.0187
H -2.187 4.314 0.477 0.0078 -0.0003 0.0098
C 4.686 1.860 0.649 -0.0040 -0.0050 0.0213
H -5.845 -4.188 -1.914 -0.0023 -0.0254 0.0128
H 4.247 1.623 1.609 -0.0017 -0.0075 -0.0003
O -5.840 -0.482 0.165 -0.0326 -0.0230 0.0723
C 3.251 -1.450 2.152 -0.0019 0.0014 -0.0143
C 5.778 2.478 -1.831 -0.0004 -0.0010 -0.0046
O -0.558 -0.272 -2.129 0.1606 -0.0938 0.2068
H -2.749 -5.624 1.877 -0.0075 -0.0011 0.0147
O -0.692 0.733 1.830 0.0760 -0.0568 -0.0940
C -3.849 -1.598 0.792 0.0410 0.0417 0.1089
H -4.455 1.406 -0.880 -0.0127 0.0108 0.0086
C 1.296 -0.268 2.907 -0.0142 -0.1517 -0.0984
H 1.118 5.066 -0.983 0.0023 0.0045 0.0129
C -0.160 0.091 2.887 0.1484 0.5339 0.2575
C 2.604 1.155 -0.409 -0.0366 0.0775 -0.0749
As -2.766 -0.405 -0.300 -0.1467 -0.0004 0.0154
C 7.909 3.220 -0.788 -0.0027 -0.0117 -0.0011
H -2.950 2.795 0.007 0.0066 -0.0096 -0.0253
C 6.512 2.678 -0.667 -0.0044 0.0028 -0.0008
H 1.010 2.512 2.465 -0.0417 -0.0255 0.0305
C 5.972 2.370 0.570 -0.0019 -0.0004 0.0027
C 0.529 -1.697 -4.011 0.0186 -0.0144 0.0179
H 0.383 -0.748 -4.519 -0.0075 -0.0044 -0.0072
C -2.364 -4.869 2.561 0.0040 -0.0251 -0.0300
C -5.326 -1.319 0.858 -0.0758 -0.1246 -0.1590
C 2.942 5.214 1.853 0.0068 0.0022 0.0020
I 6.061 -1.161 3.227 -0.0082 0.0121 -0.0061
C 4.498 1.966 -1.755 0.0057 -0.0021 0.0082
H 3.916 1.808 -2.653 0.0027 -0.0023 0.0003
C 2.467 5.552 0.596 0.0001 -0.0052 -0.0024
O -1.434 -4.012 1.873 0.0119 0.0178 0.0680
H -0.962 2.302 -2.594 -0.0121 0.0095 0.0051
H -4.795 -2.317 3.325 0.0160 -0.0182 -0.0069
C 0.918 3.688 0.670 -0.0097 0.0970 -0.1208
C -3.966 0.613 -1.435 0.0762 -0.0081 -0.0808
H -3.418 -3.698 -6.085 0.0027 0.0011 0.0009
H -3.319 1.029 -2.211 0.0241 0.0634 0.0460
O -3.116 -3.407 -4.106 -0.0021 0.0191 0.0317
H 6.550 2.528 1.470 0.0026 -0.0037 0.0020
H 4.009 0.582 4.759 -0.0009 0.0005 0.0008
C -2.592 -3.900 -2.989 -0.0566 -0.1209 0.0108
H 1.313 -1.694 1.299 -0.0350 -0.0008 -0.0190
H 3.728 5.800 2.310 0.0023 0.0001 0.0005
C -0.368 3.045 -2.062 -0.0185 0.0436 -0.0008
Si -0.446 2.803 -0.219 0.1129 0.0323 -0.0680
H 1.583 1.019 4.597 0.0017 -0.0077 -0.0006
C 2.409 4.120 2.522 -0.0031 -0.0006 0.0023
H -1.786 -5.344 3.347 0.0064 -0.0110 -0.0120
H -4.712 -0.039 -1.874 0.0233 0.0365 -0.0006
H -5.882 -2.638 -1.061 0.0340 -0.0211 -0.0218
O -2.045 -4.964 -2.879 0.0691 0.0498 -0.0022
C -2.918 -4.223 -5.279 -0.0074 -0.0084 -0.0076
C 1.895 -1.176 2.046 0.0238 -0.0117 0.0129
C 1.405 3.367 1.938 -0.0463 0.0244 0.0206
C -5.612 -2.808 2.798 0.0374 0.0351 0.0721
C 1.455 0.814 -0.257 -0.0437 -0.0513 0.0255
H -6.388 -4.136 -0.234 0.0052 0.0106 0.0072
C 3.419 0.092 3.996 -0.0054 0.0065 -0.0104
H -5.307 -3.795 2.454 -0.0110 0.0095 -0.0270
H 6.211 2.726 -2.792 0.0010 -0.0005 0.0006
H -1.854 -4.327 -5.480 -0.0024 0.0029 -0.0025
C -2.890 -3.017 -1.809 0.1138 0.0380 0.0548
H -3.172 -4.293 3.003 0.0056 0.0153 0.0209
F 8.725 2.339 -1.397 -0.0005 0.0028 0.0009
C 3.942 1.653 -0.511 0.0104 -0.0288 0.0242
H 1.314 -1.608 -3.265 -0.0012 0.0047 -0.0036
F 8.451 3.507 0.404 0.0010 0.0027 0.0019
O -6.088 -2.004 1.712 0.0267 0.0060 -0.0311
C -1.817 -2.967 1.168 -0.0169 0.0259 -0.0713
```
Positions in Å, forces in eV/Å.

## Properties
E_tot in Ha: -7699.96316
Energy above the lowest of the compared OMol25 structures with the same formula, charge and spin in kcal/mol: 0.0
LUMO in eV: -4.743
F_max in hartree/bohr: 0.012
Net charge: +1
Gap between HOMO and LUMO in eV: 5.85
Molar mass in g/mol: 1210.610



[2]
Formula: C38H37ClF40NO7
Source: the Open Molecules 2025 dataset
Level of theory: ωB97M-V/def2-TZVPD

XYZ file:
```
124
Properties=species:S:1:pos:R:3:forces:R:3
H 2.310 -3.303 -2.517 -0.2331 -0.3936 1.3066
F -2.943 4.608 4.107 0.0677 0.0667 -0.3627
F -7.626 3.866 -0.853 0.6553 0.4248 0.0333
F 13.539 -4.627 6.670 -0.3361 -0.4415 -0.2245
F -9.462 0.352 -2.729 -0.2395 0.4502 0.5699
H -3.232 -0.684 -3.066 1.2701 1.8707 1.6496
H 8.243 -2.630 6.451 0.1070 0.0430 -0.2193
H 12.100 -6.734 6.074 0.0444 0.1808 -0.0734
C -1.699 6.860 1.365 -0.1042 0.2779 -1.1193
C 8.886 -1.187 1.318 -0.3617 0.1707 -0.9831
C -6.491 3.506 -1.498 -0.9306 0.1285 -1.4404
H 9.331 -1.124 3.447 -0.0754 -0.0250 -0.2286
H -2.195 3.961 -1.840 -0.0555 -2.7826 0.3055
H 2.352 -3.423 -0.782 -0.1543 -0.1365 -1.2375
H 11.785 -4.765 4.420 -0.1388 0.0031 0.3736
C -1.834 -2.075 -0.841 -0.5335 0.4929 0.9964
H -2.545 -2.373 0.068 1.4318 0.7156 -1.8018
C 0.840 -2.238 -1.537 -0.6422 -0.0907 -0.0723
F 0.546 6.133 3.932 0.2929 0.5236 -0.3973
F -11.472 -1.137 -4.345 0.2694 0.0801 -0.1600
F -5.950 1.593 -0.163 0.1289 0.4232 -0.3486
H 3.809 -0.761 -0.254 -1.2820 -0.5394 -2.4228
F -0.960 4.776 2.196 -0.2962 0.2670 0.2684
F -9.439 0.068 0.012 0.0057 -0.0653 -0.3270
C 11.805 -4.015 5.220 0.6212 0.6601 -0.7715
N 1.762 -3.463 -1.642 -0.3778 1.9078 0.1667
C -1.270 0.669 0.016 -1.6726 0.7086 -2.9091
C 1.015 7.336 3.509 0.4439 -0.7143 0.5792
H -8.889 3.142 -2.519 0.1532 -0.2726 0.2496
H -3.457 2.046 -3.641 1.3338 -0.5627 2.1421
H -0.855 3.048 0.496 -1.3957 -1.7347 -2.0898
C -0.349 -2.665 -0.477 -0.4279 -1.0414 -0.9302
F -11.460 -3.160 -5.127 0.0012 0.4131 0.2717
O 0.567 -0.878 -3.802 -0.4157 -4.8403 4.3990
H -10.104 1.816 -0.654 0.0673 0.0160 -0.1826
F -5.947 4.662 -1.966 0.1533 -0.5103 0.3663
F 11.747 -3.785 7.570 0.0261 -0.4470 -0.2120
C -2.744 0.114 -2.341 1.5368 2.7862 2.1971
C -5.481 2.796 -0.585 0.6466 -0.7000 0.4339
H -10.780 -4.217 -9.020 0.2263 -0.0828 0.0832
F 9.105 -4.134 7.423 -0.1545 0.4164 -0.5463
C -1.915 -0.444 -1.000 -0.6601 3.8148 -1.2510
F 7.789 1.802 0.876 -0.3251 -0.1552 -0.0262
C 0.005 8.046 2.597 -1.2637 0.2540 -1.7560
F -9.166 -5.740 -7.618 -0.6275 0.4533 -0.1801
F 6.052 2.709 1.825 -0.1724 -0.4795 0.1106
F 4.666 0.246 1.584 0.7819 0.4073 0.0232
H 2.595 0.944 -2.726 1.8586 -0.5357 1.6655
F -11.962 -5.314 -7.845 0.4906 -0.0470 0.1416
H -0.436 -3.853 -0.557 0.1319 2.6136 0.0876
H 1.068 0.081 -1.422 1.0512 -2.3201 0.8553
C 8.500 -3.679 6.294 -0.4951 -0.0669 0.9465
H 7.105 -1.919 2.386 0.2379 0.2999 -0.1365
C 6.440 1.702 0.999 0.3827 0.7290 -0.5759
F 10.699 -0.118 2.417 0.0139 -0.2177 -0.2342
F 1.264 8.068 4.628 -0.2441 0.2146 -0.4132
F -8.332 1.919 0.248 -0.4745 -0.4129 -0.1047
F -10.027 -1.237 -6.693 -0.1188 -0.1646 0.3586
F 12.038 -6.487 8.043 0.1790 0.2897 -0.1381
H -10.269 -2.555 -3.650 0.1687 0.0311 -0.1237
C 3.494 0.662 -2.011 0.0304 -1.8212 -1.6366
O -8.816 -3.591 -7.170 -1.8252 -0.7774 0.4440
H -2.298 -2.590 -1.795 1.3883 1.2304 1.7555
H -0.689 0.265 0.977 -1.4096 1.1199 -2.3596
C 9.402 -3.849 5.064 1.7891 0.0313 -1.1086
H -1.852 6.640 0.301 0.1857 -0.1804 0.2978
F -8.801 -0.815 -4.946 -0.2903 -0.5865 0.0573
O 10.650 -3.171 5.192 -1.3353 -1.3528 0.4630
C -9.164 1.258 -0.585 -0.3983 -0.2817 0.8117
C 0.272 -1.997 -3.090 -3.2571 0.5870 -6.0040
F -10.076 -4.918 -5.832 -0.1690 -0.4731 -0.8329
C 9.395 -0.475 2.568 0.6442 0.2933 0.6514
F 9.641 -2.318 1.136 -0.0592 0.1661 0.5009
H 12.632 -3.347 4.947 -0.2333 -0.0501 0.3021
F 6.430 0.141 2.837 -0.5805 0.4606 -0.2131
C -11.035 -4.327 -7.964 -0.7777 0.3986 -0.3338
C -8.194 2.320 -2.729 0.0381 0.3465 -1.1125
C -9.788 -4.634 -7.124 2.0624 0.2831 0.8865
H -2.394 7.682 1.575 0.1690 -0.2751 0.2364
C -9.539 -1.798 -5.555 0.3704 0.3050 -0.8492
O -0.621 -2.978 -3.775 4.5245 4.1861 4.5615
F -5.232 3.528 0.533 -0.3779 0.2846 -0.3489
F 7.349 -4.389 6.160 0.4289 0.1589 -0.4172
C 1.586 -0.893 -0.971 0.0822 0.5903 0.0593
O -0.334 7.281 1.442 0.0403 0.3918 1.9677
H 1.960 7.164 2.991 -0.1128 0.1405 -0.1809
C -10.665 -2.200 -4.606 -0.6394 0.3164 0.7493
H -8.421 -3.641 -5.105 -0.3107 0.1962 -0.1484
O 6.470 -0.754 0.754 0.4311 1.3636 1.2054
F 10.327 -6.137 6.757 0.4975 -0.1534 0.2107
H 1.447 -0.814 0.195 0.2308 -0.3471 -2.1856
C 12.170 -4.619 6.584 -0.1194 1.0094 0.2888
H -0.045 -2.442 0.632 -0.5413 -0.1046 -2.0870
C -2.669 5.798 3.509 -0.5845 -0.5003 0.7679
F -2.967 4.892 1.365 0.0074 0.5638 0.5426
F 8.717 0.665 2.824 0.5063 -0.2747 0.0044
H 3.609 -1.614 -2.014 -0.8927 1.4794 1.5706
F -1.130 8.406 3.242 0.8748 0.3437 0.0591
H 7.349 -2.556 0.793 0.1476 0.3439 -0.0552
C 3.195 -0.808 -1.273 0.0580 1.9966 0.0231
O -6.829 2.741 -2.653 -0.1732 0.3214 1.8187
F -11.639 -3.179 -7.559 0.4101 -0.4208 -0.3215
F 9.083 -0.433 0.203 0.0709 -0.0902 0.4895
C 6.024 0.335 1.560 -0.5116 -1.8442 -0.0365
H -3.608 6.356 3.441 0.0777 0.0134 -0.1902
H 6.000 1.873 0.014 -0.0560 -0.2744 0.2216
C -8.553 1.037 -1.966 0.9777 -0.3474 -0.5052
F 9.630 -5.146 4.748 -0.7822 0.6475 -0.0621
H -7.586 -2.461 -6.061 -0.3547 0.0504 -0.1126
F -1.836 6.459 4.343 -0.3465 -0.3307 -0.0184
H -4.535 2.624 -1.104 -0.1175 0.1125 -0.1421
F 8.795 -3.302 3.975 -0.1982 -0.0769 0.6603
C 11.674 -6.045 6.810 0.0359 -0.9094 0.5443
F 0.549 9.202 2.128 0.2101 -0.5624 0.4270
C -8.569 -2.930 -5.925 1.1840 -0.0152 -0.0842
C -2.168 2.793 -1.641 0.6218 -3.0978 1.2155
H 4.471 0.551 -2.677 -1.9666 0.5476 1.5852
H -8.348 2.100 -3.794 0.1751 -0.1935 0.2896
C -2.057 5.577 2.129 0.6164 -0.4554 -0.6708
C 7.416 -1.628 1.376 -0.6596 -0.8717 -0.3859
C -2.879 1.716 -2.678 2.3512 -2.0324 3.7228
C -1.377 2.309 -0.278 -1.7159 -3.3784 -2.7789
Cl 3.760 2.044 -0.802 -0.5467 -0.8156 -0.9964
F -7.455 0.236 -1.899 -0.4653 0.2610 0.2057
```
Positions in Å, forces in eV/Å.

## Properties
E_tot in Ha: -6506.06596
LUMO in eV: 1.519
F_max in hartree/bohr: 0.149
Net charge: -1
Gap between HOMO and LUMO in eV: 5.93
Molar mass in g/mol: 1415.087



[3]
Formula: C38H37ClN5O7RuTe
Source: the Open Molecules 2025 dataset
Level of theory: ωB97M-V/def2-TZVPD

XYZ file:
```
90
Properties=species:S:1:pos:R:3:forces:R:3
C 1.911 3.407 -3.488 0.0046 0.0033 0.0131
C 2.922 4.007 -2.755 -0.0183 0.0147 -0.0238
H 0.620 -2.028 6.068 0.0093 0.0144 -0.0093
H 0.084 3.203 -0.206 -0.0164 -0.0025 -0.0137
H 0.813 2.197 1.956 0.0269 -0.0195 0.0087
H 4.304 3.724 -1.142 -0.0145 -0.0027 -0.0084
C -2.909 3.737 2.399 0.0265 0.0127 -0.0262
H 1.398 3.931 -4.284 0.0051 -0.0045 0.0140
H -0.915 -3.136 3.004 0.0409 0.0089 -0.0712
C 0.877 -5.051 -0.279 -0.0573 -0.0096 -0.0057
C 0.555 0.875 -5.069 0.1019 -0.0430 0.0583
C -0.537 -0.116 -5.369 -0.0794 -0.0852 -0.0463
C 0.751 -1.321 5.253 0.0437 0.0007 -0.0489
C 0.387 -2.131 -0.229 -0.0894 -0.1783 -0.1306
O 3.434 -0.600 -0.620 -0.0507 -0.0727 -0.0028
C 0.011 -1.501 4.085 0.0464 -0.0226 0.0214
C 2.136 1.330 -2.205 -0.0241 0.0984 -0.0739
H -4.028 5.520 1.948 0.0060 -0.0086 0.0031
H -1.789 4.467 0.729 -0.0063 -0.0089 0.0107
C 0.166 -0.586 3.038 -0.0457 0.0234 0.0616
O -3.186 -0.465 -0.478 0.0397 0.0348 -0.0056
N -0.515 -3.177 -0.954 0.0485 -0.0355 0.0483
H 2.853 -5.096 0.552 0.0046 0.0219 -0.0156
C 3.518 3.276 -1.740 0.0306 0.0047 0.0218
C 1.534 2.108 -3.214 0.0098 -0.0782 -0.0123
H 2.635 1.314 4.344 -0.0196 -0.0143 0.0015
H 3.638 1.430 -0.673 -0.0208 0.0365 -0.0302
C -0.950 -0.275 -6.680 -0.0043 0.0249 -0.0081
H 2.232 -0.879 7.379 0.0024 0.0058 -0.0118
H -3.569 -0.633 3.077 -0.0092 -0.0079 -0.0362
H 1.416 -3.846 -2.506 0.0096 0.0350 0.0044
N -0.971 -0.911 -4.381 0.0390 0.0291 -0.1026
N -0.236 -0.842 -0.358 -0.0265 -0.1169 0.2232
H -2.288 -0.210 4.221 -0.0430 0.0269 -0.0324
C -3.465 5.084 2.775 -0.0179 0.0268 0.0094
H 3.576 -2.879 0.007 -0.0112 -0.0006 -0.0088
C -0.629 2.377 -0.265 -0.0056 -0.0037 -0.0122
C 1.463 1.320 1.962 0.0226 0.0255 0.0423
C 3.143 1.969 -1.462 0.0073 0.0049 0.0354
C -1.858 -1.274 -6.978 -0.0066 -0.0160 -0.0275
H -0.511 -3.488 4.669 -0.0325 0.0298 0.0395
C 1.141 0.413 3.116 -0.0130 0.0009 -0.0220
C 1.672 -0.293 5.383 -0.0190 -0.0116 -0.0331
H 2.605 -2.625 -2.979 0.0059 -0.0113 -0.0009
H -2.163 -2.497 -3.848 -0.0111 -0.0153 0.0198
H -2.666 5.783 3.029 0.0030 -0.0072 -0.0045
H -1.209 2.516 -1.177 0.0025 0.0134 0.0034
H -3.896 2.677 3.973 0.0138 -0.0011 -0.0132
C -2.059 3.594 1.317 -0.0102 0.0096 0.0155
C -3.135 0.186 3.654 0.0167 -0.0017 0.0504
H -3.887 0.513 4.372 0.0208 0.0019 -0.0026
H -0.060 1.462 -0.378 -0.0014 0.0273 0.0137
H 0.838 -6.128 -0.148 -0.0190 0.0138 -0.0061
C -2.301 -2.099 -5.960 -0.0096 -0.0159 0.0167
C -0.274 -4.514 -0.769 0.0211 0.0241 0.0109
H -1.091 -5.143 -1.098 0.0252 -0.0143 -0.0043
C -3.227 2.599 3.121 -0.0262 -0.0417 -0.0094
O -1.344 -2.782 -1.847 0.0007 -0.0674 0.0651
C 1.872 0.542 4.291 0.0337 0.0060 -0.0031
C -1.851 1.223 1.682 -0.0053 0.0214 0.0420
O 1.498 0.984 -5.844 -0.0420 0.0124 0.0143
O -3.684 -0.662 -2.930 -0.0043 0.0082 0.0372
C 1.741 -2.235 -1.049 0.0158 0.0343 0.0890
C 1.639 -2.780 -2.496 0.0497 -0.0536 -0.0019
H 3.232 5.023 -2.967 -0.0064 -0.0133 0.0008
C -2.721 1.348 2.783 0.0492 0.0154 -0.0447
H -0.536 0.378 -7.434 0.0120 -0.0034 0.0068
Te -1.211 -0.835 1.415 -0.0361 -0.0057 -0.1192
C -0.891 -2.711 4.004 -0.0330 -0.0157 0.0771
H 1.355 0.805 1.008 0.0085 -0.0125 0.0154
H -4.132 5.009 3.634 0.0056 -0.0035 -0.0077
N 0.436 1.536 -3.908 -0.0560 0.1399 0.1029
H 3.538 -0.139 6.448 -0.0162 -0.0002 -0.0046
C 2.465 -0.105 6.647 0.0041 0.0006 0.0274
Ru -0.476 -0.447 -2.232 0.0520 0.5108 0.3085
C 2.589 -3.211 -0.288 0.0110 0.0153 0.0248
N 1.669 0.020 -1.998 -0.0977 -0.0654 -0.0542
C -1.522 2.364 0.939 -0.0439 -0.0174 0.0517
C 2.162 -4.444 0.028 -0.0082 0.0202 -0.0066
C 2.365 -0.826 -1.174 0.0504 -0.1233 -0.0187
H 0.897 -2.275 -3.112 -0.0503 0.0423 -0.0354
O -0.724 1.493 -3.157 0.1215 -0.1166 -0.2688
H -3.009 -2.896 -6.141 0.0013 0.0095 -0.0009
Cl -2.860 0.046 -1.880 -0.0560 -0.1332 -0.0390
C -1.835 -1.887 -4.674 0.0396 0.0357 -0.0030
H 2.250 0.864 7.103 0.0026 -0.0110 -0.0041
H -1.916 -2.486 4.313 0.0152 0.0092 -0.0473
H 2.496 1.663 2.032 -0.0122 -0.0035 0.0001
O 0.407 -2.439 1.060 0.0729 0.0382 -0.0951
H -2.207 -1.414 -7.993 -0.0037 0.0036 0.0040
```
Positions in Å, forces in eV/Å.

## Properties
E_tot in Ha: -3093.51815
Energy above the lowest of the compared OMol25 structures with the same formula, charge and spin in kcal/mol: 96.7
LUMO (alpha / beta) in eV: 2.293 / 1.700
F_max in hartree/bohr: 0.012
Net charge: -1
Gap between HOMO and LUMO (alpha / beta) in eV: 6.93 / 6.90
Multiplicity: 5
Molar mass in g/mol: 939.865